Computed, not measured: C13H16P2PdS5 as an isolated structure in a non-equilibrium geometry, with ωB97M-V/def2-TZVPD.

Results
charge = -2
orbital gap = 3.4 eV
E = -89974.1416 eV
2S+1 = 1

The geometry in XYZ format:
```
37
Properties=species:S:1:pos:R:3:mulliken_charge:R:1
Pd 0.82 0.48 -1.04 -0.710
S 5.80 5.71 -0.96 -0.471
C 4.63 4.56 -1.09 0.087
S 2.91 4.75 -1.23 -0.137
C 2.50 3.12 -1.82 -0.015
C 3.57 2.17 -1.62 -0.003
S 3.47 0.51 -1.84 -0.508
S 5.09 2.88 -1.10 -0.138
S 0.95 2.89 -2.38 -0.508
C -2.97 0.65 -1.30 -1.343
P -1.35 0.81 -0.48 1.282
C -1.34 2.41 0.47 -1.331
C -1.51 -0.39 0.82 0.020
C -2.68 -0.39 1.61 -0.344
C -3.06 -1.57 2.23 -0.690
C -2.20 -2.65 2.27 -0.496
C -0.93 -2.53 1.73 -0.311
C -0.67 -1.46 0.90 -0.484
P 0.68 -1.68 -0.30 1.269
C 0.17 -3.29 -1.01 -1.397
C 2.24 -1.99 0.72 -1.119
H -3.09 -0.22 -1.99 0.253
H -3.17 1.58 -1.87 0.353
H -3.76 0.57 -0.55 0.399
H -2.21 2.53 1.13 0.373
H -1.29 3.26 -0.22 0.373
H -0.44 2.41 1.05 0.317
H -3.29 0.51 1.67 0.289
H -4.07 -1.70 2.58 0.359
H -2.53 -3.59 2.72 0.367
H -0.19 -3.36 1.82 0.325
H 0.34 -4.22 -0.40 0.322
H 0.80 -3.40 -1.94 0.369
H -0.90 -3.24 -1.20 0.325
H 2.01 -2.18 1.78 0.331
H 2.83 -1.10 0.55 0.220
H 2.82 -2.81 0.28 0.373
```